(1)
DFT (wB97M-V/def2-TZVPD) results for a structure of composition C15H33CuN5O8 in a non-equilibrium geometry.

The geometry in XYZ format:
```
62
Properties=species:S:1:pos:R:3:forces:R:3:lowdin_spin:R:1
Cu 0.073184 -0.883081 -0.075112 -0.7 -0.8 0.3 0.739
C -0.583107 -3.491086 -0.392298 -0.6 3.3 1.4 0.078
O -0.934551 -2.765700 0.544818 -0.7 3.2 4.1 0.122
O -0.036143 -2.837669 -1.287984 2.9 0.8 -4.7 0.492
O -0.861145 -4.662078 -0.449232 -0.6 -5.5 -1.1 0.542
C 3.412165 -2.659593 -1.846594 0.6 -0.3 0.8 0.001
C 3.323003 -1.580556 -0.755082 -0.8 -0.5 -1.6 0.000
O 2.220314 -1.082662 -0.547677 -0.2 0.3 0.7 0.004
N 4.405774 -1.256388 -0.054384 1.2 1.2 0.8 0.001
C 4.537555 -0.273416 1.037685 -0.3 -0.9 0.4 0.000
H 3.537106 -2.305430 -2.869846 -0.4 0.4 0.2 0.000
H 2.496468 -3.238907 -1.728239 0.0 0.1 -0.4 0.001
H 4.244544 -3.344634 -1.685415 0.1 0.0 0.2 0.000
H 5.352463 -1.401362 -0.375114 -0.5 -0.9 -0.7 0.000
H 3.622074 -0.067623 1.592328 -0.3 0.0 -0.6 0.000
H 5.019507 0.646011 0.705305 -0.1 0.0 0.0 0.000
H 5.163798 -0.803188 1.755504 0.3 0.4 0.1 0.000
C -3.591972 1.136245 -1.127910 -1.0 -0.1 0.4 0.000
C -3.083854 0.517728 0.174915 0.6 -0.3 -1.1 0.000
O -1.909073 0.188172 0.184121 0.8 -0.5 1.0 0.001
N -3.922157 0.365281 1.218268 -1.3 0.8 -0.6 0.000
C -3.660383 -0.007259 2.594012 1.2 -0.8 -0.5 0.000
H -2.818425 1.279724 -1.882323 0.2 0.1 0.7 0.000
H -4.095575 2.068908 -0.873723 0.0 0.2 -0.3 0.000
H -4.325569 0.502530 -1.626245 -0.2 -0.2 0.2 0.000
H -4.893950 0.557359 1.021243 0.2 0.2 -0.1 0.000
H -4.609217 -0.260333 3.067070 0.3 0.2 0.1 0.000
H -3.075900 0.738739 3.132507 -0.4 0.3 0.1 0.000
H -3.002516 -0.875939 2.567282 -0.2 -0.3 0.2 0.000
C 2.549023 2.816379 0.100874 1.2 0.2 -0.7 0.000
C 1.158916 2.454326 0.323885 0.3 -3.0 -1.1 0.001
O 0.714175 1.385108 -0.084464 -0.1 -0.8 -0.4 0.005
N 0.414187 3.248076 0.985160 -0.8 3.4 2.3 0.000
C -0.877324 3.012275 1.491095 -2.0 0.2 0.6 0.000
H 3.027973 1.840776 0.017703 0.4 0.4 -0.3 0.000
H 3.034875 3.451484 0.841597 -0.2 -0.1 0.2 0.000
H 2.559124 3.369808 -0.838131 0.5 -0.2 -0.3 0.000
H 0.725444 4.196924 1.136503 0.3 -0.2 0.1 0.000
H -1.126552 2.046472 1.930639 0.8 -0.4 -0.5 0.000
H -1.618415 3.208817 0.716336 -0.3 0.0 0.1 0.000
H -1.005624 3.702067 2.325265 -0.3 0.2 -0.2 0.000
C -0.828356 1.640000 -3.979135 -0.6 -0.1 0.8 0.000
C -1.061861 0.267896 -3.256695 0.8 0.7 -1.0 0.000
O -0.334044 -0.094653 -2.342358 -0.3 0.0 0.2 0.002
N -2.016365 -0.514469 -3.783444 -0.2 -0.1 -0.2 0.000
C -2.364736 -1.876889 -3.439224 -0.5 -0.4 -0.4 0.001
H -0.670649 1.574052 -5.055644 0.7 -0.5 0.1 0.000
H -0.064544 2.174663 -3.414492 0.3 -0.3 -0.4 0.000
H -1.669808 2.332854 -3.975338 -0.6 -0.3 0.5 0.000
H -2.565759 -0.224478 -4.579787 0.5 0.7 0.2 0.000
H -1.645569 -2.667857 -3.651985 0.5 0.5 -0.2 0.000
H -3.185296 -1.990337 -4.147672 -0.3 -0.9 0.5 0.000
H -2.686642 -2.060061 -2.414074 -0.1 0.5 0.1 0.000
O 0.754838 -0.448495 1.986886 0.2 0.9 -2.7 0.009
C 0.920733 -0.631775 3.165340 -1.3 0.0 -0.8 0.001
N 1.790518 0.070554 3.862061 2.2 1.4 1.3 0.000
C 0.056609 -1.560902 3.826200 -1.3 -1.8 2.7 0.000
H 2.305846 -0.286275 4.654032 -0.7 -0.1 0.2 0.000
H 2.277267 0.835264 3.416647 -0.1 -0.3 -0.4 0.000
H -0.981640 -1.632279 3.502124 0.5 0.0 -1.1 0.000
H -0.121677 -1.301406 4.869744 0.6 -0.1 0.3 0.000
H 0.530915 -2.541712 3.792472 -0.3 -0.2 0.0 0.000
```
Forces are in eV/Å.

The molecular weight comes out at 475.00 Da. For the HOMO energy (spin up / spin down), the calculation gives -12.1 / -11.7 eV. The charge is +1. The LUMO energy (spin up / spin down) is -1.848 / -5.632 eV. As for the spin multiplicity: 3. Its energy is -3107.26851 hartree.

(2)
DFT (wB97M-V/def2-TZVPD) results for a structure of composition C5H8N2O in a non-equilibrium geometry.

The geometry in XYZ format:
```
16
Properties=species:S:1:pos:R:3:forces:R:3:mulliken_charge:R:1
C 2.575937 -0.118625 0.257351 1.7 -1.6 -2.0 -0.916
C 1.093418 0.268363 0.187219 -0.5 1.7 0.0 0.188
C 0.521495 1.417585 -0.293823 0.3 -0.9 0.7 -0.655
C -1.335388 0.194120 0.188948 -1.6 -6.5 1.9 0.030
C -0.147056 -0.659177 0.452647 6.2 -0.3 0.5 0.599
H 3.207608 0.644717 -0.605735 -1.6 -2.4 3.2 0.258
H 2.987870 -0.176859 1.381665 -0.8 0.6 -2.8 0.256
H 2.838453 -1.436043 -0.206608 -1.0 4.2 1.3 0.237
H 0.855427 2.308966 -0.926373 -0.2 -1.5 1.3 0.280
H -1.261874 2.353735 -0.296021 -1.3 -2.2 0.4 0.300
H 0.042538 -1.369381 1.389969 -1.4 2.0 -1.5 0.348
H 0.815489 -2.043562 -0.539952 0.7 -1.1 -0.2 0.237
H -0.818006 -1.974597 -0.682816 0.0 -1.0 -1.0 0.258
N -0.958458 1.375709 -0.059815 3.5 6.7 -2.4 -0.035
N 0.053141 -1.461983 -0.786071 -2.3 0.2 0.9 -0.739
O -2.322590 -0.539581 0.206628 -1.8 2.0 -0.3 -0.647
```
Forces are in eV/Å.

The molecular weight comes out at 112.13 Da. For the HOMO energy, the calculation gives -8.7 eV. The LUMO energy is 0.699 eV. As for the spin multiplicity: 1. Its energy is -379.91597 hartree.

(3)
DFT (wB97M-V/def2-TZVPD) results for a structure of composition C35H37N6O5PdS3 in a non-equilibrium geometry.

The geometry in XYZ format:
```
87
Properties=species:S:1:pos:R:3:forces:R:3:mulliken_charge:R:1
Pd 0.055321 -0.156036 0.192590 -0.6 -2.2 2.2 0.345
O -0.324600 0.972613 -1.833107 0.4 0.2 0.8 -0.038
S -1.384121 0.762657 -2.867138 -0.9 1.0 -0.7 0.495
C -2.749193 1.912658 -2.320561 0.3 -0.4 -0.2 -1.006
C -2.744619 2.043517 -0.800436 0.2 -0.1 0.4 0.296
C -2.275173 3.416831 -0.314513 0.1 -0.3 0.1 -0.972
C -0.838226 3.774287 -0.676001 0.3 0.0 0.4 0.684
S 0.515547 3.445486 0.567497 -1.0 0.8 -0.1 -0.073
O 0.723295 1.980117 0.702851 0.2 -0.2 0.1 -0.367
C -0.393628 3.997678 2.036014 0.4 0.0 -0.3 0.173
C -0.874458 3.097837 2.969927 0.1 -0.2 -0.2 0.045
C -1.533826 3.586277 4.087612 0.0 0.1 0.0 -0.532
C -1.705173 4.950464 4.255806 0.0 0.0 0.1 -0.465
C -1.217855 5.841746 3.313248 0.0 0.0 -0.1 -0.657
C -0.548058 5.365380 2.202077 0.0 -0.1 -0.1 -0.437
C -0.769613 1.700645 -4.287161 -0.1 -0.4 0.2 0.891
C -1.385340 1.546348 -5.517500 -0.1 0.0 0.1 -0.767
C -0.848622 2.185273 -6.621051 0.0 0.0 0.0 -0.761
C 0.294858 2.957086 -6.488500 0.0 0.0 0.0 -0.517
C 0.904098 3.102849 -5.254121 0.0 0.0 0.0 -0.736
C 0.381902 2.453178 -4.149981 0.0 0.1 0.3 -0.157
H -3.664465 1.462807 -2.697795 -0.1 0.0 0.0 0.569
H -2.596363 2.866129 -2.817916 0.0 0.1 -0.1 0.489
H -2.096925 1.277156 -0.338068 -0.4 0.2 -0.2 -0.454
H -3.750397 1.876275 -0.416093 0.0 -0.1 0.0 0.549
H -2.396858 3.448120 0.769708 -0.1 0.1 0.0 0.427
H -2.936564 4.177920 -0.735835 0.0 0.0 0.0 0.496
H -0.736190 4.845762 -0.841909 0.1 0.1 0.0 0.561
H -0.497743 3.254920 -1.568868 0.1 0.1 0.0 -1.099
H -0.737386 2.033085 2.818824 0.0 0.0 0.0 0.236
H -1.914440 2.901216 4.828372 0.0 -0.1 0.1 0.470
H -2.212037 5.327111 5.129347 -0.1 0.0 0.1 0.395
H -1.354799 6.903332 3.442114 0.0 0.1 0.1 0.398
H -0.144134 6.046301 1.469091 0.1 0.2 -0.1 0.401
H -2.262617 0.924785 -5.609971 -0.1 -0.1 -0.1 0.437
H -1.307536 2.060795 -7.588913 -0.1 0.0 -0.1 0.433
H 0.727033 3.423580 -7.359636 0.0 0.1 -0.1 0.409
H 1.804533 3.688017 -5.146615 0.0 0.0 0.0 0.398
H 0.879681 2.506302 -3.191897 0.0 0.0 0.1 0.294
C -1.005889 -5.940089 4.510069 0.0 -0.3 -0.2 -0.874
C -1.091573 -6.296812 5.967668 0.0 0.3 -0.2 0.692
O -0.993811 -7.406054 6.406135 0.0 -0.1 0.1 -0.522
S -1.338878 -4.936847 7.106089 -0.1 0.3 0.2 -0.154
C -1.401456 -3.525730 6.008946 0.0 -0.4 0.4 -0.270
C -0.234419 -2.833106 5.717048 -0.1 0.0 0.0 -0.501
C -0.248280 -1.850599 4.750820 -0.1 0.1 -0.1 -0.186
C -1.431910 -1.563007 4.060025 0.0 -0.3 0.4 -0.165
C -2.623224 -2.177119 4.454266 0.1 0.1 -0.1 -0.559
C -2.605972 -3.153389 5.428888 0.1 0.1 0.1 -0.350
C -1.341697 -0.768915 2.891665 -0.3 0.7 -1.0 -0.064
C -1.252263 -0.240810 1.795680 1.8 0.1 -1.0 -0.195
H -0.113142 -5.346574 4.317793 0.0 0.1 0.0 0.132
H -1.863937 -5.350435 4.198697 0.0 0.0 0.0 0.320
H -0.960249 -6.860385 3.933309 0.0 -0.1 0.0 0.345
H 0.680512 -3.089458 6.228824 0.1 -0.1 0.1 0.466
H 0.656409 -1.317963 4.492262 0.0 0.0 -0.1 0.618
H -3.550990 -1.904871 3.974496 0.0 0.0 -0.1 0.497
H -3.515055 -3.657906 5.717279 -0.1 -0.1 0.0 0.471
N 3.436596 -5.601785 2.570813 0.1 -0.1 0.2 -0.417
C 3.115983 -4.302062 2.632703 0.2 0.3 0.2 0.785
N 3.783413 -3.509404 3.494533 0.0 -0.1 0.0 -0.379
N 2.169163 -3.873422 1.845331 0.0 -1.4 -0.3 -0.696
C 1.783940 -2.676851 1.624140 -0.3 1.3 -0.2 0.565
N 1.386846 -1.634328 1.301298 -0.8 0.4 -0.1 -0.425
H 4.120613 -6.015004 3.180102 -0.1 0.0 0.0 0.189
H 2.940190 -6.194293 1.927721 0.0 0.1 0.0 0.226
H 4.529151 -3.849305 4.077992 -0.1 0.0 -0.1 0.195
H 3.571268 -2.526533 3.524609 0.0 0.0 0.0 0.190
O 4.082827 2.347449 -5.084407 0.0 0.3 0.2 -0.512
C 3.982809 1.047663 -5.618060 0.1 -0.4 -0.4 -0.547
N 3.238172 0.237851 -4.694513 0.4 0.3 0.1 -0.118
C 1.964534 -0.148461 -4.941825 0.0 -0.1 0.0 0.304
O 1.398385 0.058150 -5.994769 0.0 -0.2 -0.1 -0.618
C 1.287627 -0.919253 -3.848081 -0.2 -0.3 0.1 0.528
C 0.254196 -1.781008 -4.220027 0.4 0.2 0.2 -0.149
C -0.412366 -2.497591 -3.243232 0.2 -0.1 0.1 -1.071
C -0.040834 -2.311764 -1.919486 0.1 -0.3 -0.1 -0.033
N 0.919370 -1.464665 -1.550004 0.2 0.6 -0.3 -0.501
C 1.568552 -0.785028 -2.491463 0.2 -0.2 -0.4 0.021
H 4.372835 2.959635 -5.769116 0.1 -0.1 0.0 0.313
H 4.983617 0.603714 -5.748827 -0.3 0.2 0.0 0.369
H 3.432910 1.034569 -6.568811 0.2 0.0 0.2 0.378
H 3.645942 0.100865 -3.782886 -0.1 -0.1 -0.1 0.219
H 0.010916 -1.869910 -5.266441 -0.1 0.0 -0.1 0.555
H -1.199359 -3.188778 -3.496879 -0.1 -0.1 0.0 0.479
H -0.497871 -2.884268 -1.120996 -0.2 0.1 0.0 0.448
H 2.321085 -0.096614 -2.120870 -0.1 0.1 -0.1 0.148
```
Forces are in eV/Å.

The molecular weight comes out at 824.34 Da. For the HOMO energy (spin up / spin down), the calculation gives -10.3 / -10.3 eV. The charge is +1. The LUMO energy (spin up / spin down) is -4.010 / -4.011 eV. As for the spin multiplicity: 1. Its energy is -3382.76144 hartree.